Entry from OMol25: 3 unconnected molecules or ions with the total composition C37H58FN4O3S (wB97M-V/def2-TZVPD).

```
! RIJCOSX wB97M-V def2-TZVPD def2/J DEFGRID3
* xyz 1 1
C -0.76 4.49 0.85
C -2.34 4.31 0.64
C -2.52 2.97 -0.18
C -4.02 2.64 -0.57
C -5.01 2.69 0.66
C -5.97 1.41 0.62
C -5.90 0.54 1.94
C -4.43 0.12 2.33
C -4.15 -1.43 2.15
C -2.74 -1.72 2.80
C -1.71 -2.48 1.85
C -0.55 -1.54 1.43
C -0.71 -0.78 0.16
C -1.92 -0.86 -0.80
C -1.51 -1.87 -1.99
C -1.77 -3.40 -1.61
S -0.35 -4.20 -0.76
C 0.37 0.12 -0.21
F 0.26 0.83 -1.36
C 1.55 0.20 0.65
O 2.56 1.04 0.22
C 3.23 0.50 -0.96
C 3.05 1.56 -2.14
O 2.52 0.92 -3.30
C 1.71 1.80 -4.09
C 0.48 0.99 -4.70
N 1.64 -0.52 1.80
C 2.88 -0.40 2.61
C 0.64 -1.40 2.24
N 0.92 -2.10 3.46
C 1.29 -3.52 3.24
C -0.10 -1.90 4.47
C -0.61 -3.15 5.29
O -0.56 -0.81 4.71
H -0.44 3.75 1.64
H -0.48 5.53 1.14
H -0.26 4.16 -0.10
H -2.81 4.26 1.66
H -2.73 5.19 0.07
H -2.07 2.08 0.33
H -1.94 3.09 -1.14
H -4.32 3.36 -1.39
H -4.00 1.62 -1.05
H -5.68 3.59 0.51
H -4.51 2.81 1.65
H -7.03 1.78 0.54
H -5.80 0.78 -0.30
H -6.56 -0.36 1.79
H -6.35 1.17 2.76
H -3.64 0.66 1.73
H -4.29 0.44 3.41
H -4.26 -1.76 1.09
H -4.94 -1.95 2.77
H -2.86 -2.35 3.73
H -2.28 -0.74 3.06
H -1.31 -3.38 2.38
H -2.30 -2.85 0.97
H -2.15 0.16 -1.22
H -2.82 -1.30 -0.31
H -2.09 -1.63 -2.92
H -0.39 -1.78 -2.14
H -1.97 -3.93 -2.58
H -2.71 -3.42 -0.99
H 0.73 -4.22 -1.61
H 4.33 0.49 -0.73
H 2.90 -0.52 -1.25
H 4.02 2.04 -2.42
H 2.38 2.36 -1.73
H 2.29 2.22 -4.96
H 1.26 2.66 -3.52
H 0.61 -0.12 -4.58
H 0.41 1.22 -5.79
H -0.49 1.28 -4.23
H 3.54 -1.29 2.40
H 2.68 -0.36 3.71
H 3.48 0.51 2.37
H 1.82 -3.87 4.18
H 0.44 -4.20 2.99
H 2.09 -3.58 2.44
H 0.22 -3.73 5.77
H -1.42 -2.85 6.00
H -1.09 -3.85 4.54
N 2.27 5.04 -5.51
C 1.69 6.20 -5.86
C 2.36 7.24 -6.48
C 3.72 7.08 -6.74
C 4.34 5.90 -6.38
C 3.57 4.91 -5.78
H 0.63 6.27 -5.64
H 1.84 8.15 -6.75
H 4.28 7.87 -7.22
H 5.39 5.74 -6.57
H 4.01 3.97 -5.48
N 3.77 -6.28 3.57
C 3.48 -6.56 2.29
C 4.36 -6.38 1.24
C 5.62 -5.89 1.52
C 5.95 -5.59 2.83
C 5.00 -5.80 3.81
H 2.47 -6.94 2.13
H 4.07 -6.63 0.23
H 6.34 -5.74 0.72
H 6.93 -5.20 3.09
H 5.22 -5.59 4.86
*
```

Properties
E: -64955.7134 eV